Record 1
Here is a single C18H23N3O4 molecule at a distorted geometry from OMol25. Energies are from wB97M-V/def2-TZVPD.

Charge: 0
Frontier orbital gap, Eh: 0.34477
Calculated total energy, a.u.: -1164.80420
ΔE to the lowest compared entry with this formula, charge and spin, kcal/mol: 139.97

CARTESIAN COORDINATES (ANGSTROEM)
C: -2.256494 -1.726785 4.288154
C: -2.581426 -0.858340 3.065621
C: -2.075367 -1.544663 1.784732
C: -2.743543 -0.951606 0.546995
C: -2.525551 0.621409 0.374675
C: -3.671969 1.419458 -0.339222
O: -3.935166 2.621676 0.083776
N: -4.328037 0.949727 -1.466302
O: -4.835592 2.001117 -2.319812
C: -1.263455 0.892174 -0.532795
O: -1.308803 0.804562 -1.714612
N: 0.021844 1.096281 -0.007128
C: 0.225109 1.148140 1.431027
C: 1.633463 1.568845 1.563519
C: 1.968992 2.269421 0.263887
C: 1.080984 1.700801 -0.726778
C: 1.866307 0.593121 -1.411402
N: 2.621139 -0.309410 -0.779587
C: 3.376636 -0.908260 -1.762585
C: 4.138340 -2.094353 -1.647032
C: 4.903471 -2.548731 -2.769468
C: 4.700150 -1.892692 -3.947516
C: 4.031880 -0.674444 -3.996074
C: 3.290707 -0.189130 -2.902603
O: 2.329844 0.845865 -2.640999
H: -2.517433 -1.334673 5.253619
H: -1.116449 -1.803932 4.359687
H: -2.646199 -2.702263 4.211868
H: -2.080106 0.037583 3.309109
H: -3.743528 -0.639575 3.021432
H: -2.257147 -2.652049 1.945628
H: -1.002009 -1.538831 1.661911
H: -3.803323 -1.190935 0.644806
H: -2.297712 -1.474981 -0.362303
H: -2.411706 1.050092 1.373562
H: -3.601785 0.505157 -1.979768
H: -4.897281 2.809254 -1.739573
H: 0.019964 0.097108 1.964216
H: -0.566371 1.854296 1.902832
H: 1.644444 2.203909 2.466744
H: 2.221962 0.705016 1.677584
H: 3.005274 2.137087 0.028042
H: 1.741559 3.324783 0.411975
H: 0.631070 2.366403 -1.436044
H: 4.020440 -2.701404 -0.682181
H: 5.652964 -3.379107 -2.847267
H: 5.257199 -2.391412 -4.720695
H: 4.082711 -0.115710 -4.903656

Force components x, y, z for each atom (eV/Å):
C 2.31 0.67 -0.19
C -1.87 -1.17 0.77
C -0.65 -0.51 0.68
C 0.83 -0.33 -1.35
C -0.10 -0.66 -0.69
C -0.82 4.88 1.87
O 0.94 -4.61 -1.46
N 0.45 1.39 0.79
O 0.04 -0.22 1.14
C 2.13 -0.43 2.19
O -1.36 0.01 -3.00
N -3.62 -0.66 2.55
C -3.03 -1.53 1.51
C -0.25 1.08 1.38
C 0.82 2.19 2.24
C -0.74 -2.59 -2.41
C 3.77 -0.61 1.11
N -3.30 0.45 0.12
C 0.64 -1.45 1.59
C 0.66 -1.31 0.65
C -1.11 -0.41 2.33
C 0.71 1.00 0.16
C -1.01 0.92 -1.04
C 0.04 0.02 -0.90
O 0.83 -0.99 -2.41
H -0.54 0.50 0.28
H -1.34 -0.16 -0.24
H -0.49 -1.29 -0.13
H 0.38 1.51 -0.35
H 2.26 -0.43 -0.11
H -0.34 1.11 -0.74
H 0.46 0.39 0.28
H -0.06 0.26 -0.43
H -0.92 0.64 0.90
H -0.18 0.20 -0.39
H 0.49 -0.84 -1.15
H 0.33 -1.06 -0.16
H 0.53 2.23 -1.27
H 1.48 -0.80 -0.57
H 0.81 -0.17 -0.46
H 0.98 -0.94 0.32
H 0.51 0.24 -0.22
H 0.18 0.20 -0.25
H 0.27 0.45 -0.72
H 0.57 1.14 -1.46
H -1.24 0.53 0.90
H -0.14 0.88 -1.04
H -0.28 0.24 -0.62

Record 2
Here is a single C18H23N3O5S molecule at a distorted geometry from OMol25. Energies are from wB97M-V/def2-TZVPD.

Charge: 0
Frontier orbital gap, Eh: 0.30129
Calculated total energy, a.u.: -1637.82496
ΔE to the lowest compared entry with this formula, charge and spin, kcal/mol: 380.69

CARTESIAN COORDINATES (ANGSTROEM)
C: 0.546586 3.236093 -1.915661
O: 1.080813 2.461476 -2.936609
C: 2.353403 2.853182 -3.308431
C: 3.496319 2.737573 -2.298644
N: 3.401659 1.488735 -1.998176
C: 3.021377 1.062553 -0.683259
S: 3.124672 2.007848 0.735565
N: 2.670552 -0.151661 -0.496663
C: 2.185339 -1.194851 -1.839433
C: 3.378441 -2.435841 -1.999284
O: 2.811875 -3.640171 -2.048824
C: 2.448657 -0.861301 0.785672
C: 0.841546 -1.035310 1.045368
C: 0.079440 -0.143381 1.398843
C: -1.442666 -0.624253 1.620364
C: -2.170604 0.471059 2.105633
C: -3.576772 0.168893 2.179425
C: -3.822082 -1.203699 2.214045
C: -3.063519 -2.245647 1.812094
C: -1.644892 -1.834224 1.632596
N: -0.957861 -2.994441 0.931581
C: 0.362974 -2.609760 0.875229
O: 1.088999 -3.326892 0.464526
O: -5.322360 -1.472050 2.408037
C: -6.214603 -0.540924 2.375929
C: -5.649608 0.690471 3.148072
O: -4.442124 1.289519 2.656962
H: 0.338764 4.408621 -2.224300
H: 1.007638 3.058825 -1.116156
H: -0.292407 2.764494 -1.940264
H: 2.586114 2.470194 -4.226437
H: 2.359219 4.148602 -3.517902
H: 4.566819 3.102486 -2.732441
H: 3.472750 3.291317 -1.528127
H: 3.669120 0.727703 -2.630540
H: 1.278765 -1.690691 -1.606552
H: 1.988280 -0.498161 -2.594309
H: 4.133280 -2.206760 -1.253120
H: 3.613056 -2.172542 -3.136234
H: 2.197075 -3.513356 -1.153926
H: 2.915546 -0.331546 1.498918
H: 2.868215 -1.787037 0.920375
H: 0.411008 0.763612 1.453467
H: -1.813072 1.541578 2.356896
H: -3.368176 -3.090091 1.717113
H: -1.222125 -3.912335 1.040760
H: -7.106884 -1.007207 2.898416
H: -6.498378 -0.070986 1.261981
H: -6.296760 1.494936 3.385738
H: -5.393410 0.355348 4.261688

Force components x, y, z for each atom (eV/Å):
C -0.74 5.27 -6.95
O 2.06 -0.21 -1.31
C 0.07 7.65 0.53
C 2.01 2.16 -8.57
N 0.28 -9.42 5.52
C 1.78 2.69 -0.39
S 0.10 0.99 -0.82
N -2.25 -7.13 -2.87
C 3.80 -0.11 3.74
C -1.25 5.53 -4.39
O -3.35 -0.90 4.56
C -4.74 1.08 -2.42
C 6.51 -7.65 -1.87
C -8.18 -1.69 1.11
C 8.26 12.08 0.97
C -4.31 0.47 -0.24
C 3.27 3.67 2.49
C -6.68 0.58 -0.63
C 5.93 11.64 2.26
C -7.51 -13.50 -2.36
N 0.90 8.23 2.32
C -6.75 8.35 2.37
O 10.19 -8.90 -4.66
O 6.11 -4.83 -0.66
C -2.66 5.31 -1.13
C 0.55 -0.77 3.60
O 0.85 -4.21 -1.92
H 0.97 -2.78 0.83
H 3.90 -0.50 6.89
H -6.18 -1.98 1.14
H 0.67 -1.45 -2.25
H -0.41 -3.14 0.12
H -2.26 -0.95 0.24
H -1.03 4.20 5.76
H -0.33 0.74 0.39
H -0.98 -0.21 0.82
H 0.17 0.75 -1.43
H 0.33 -0.24 -0.08
H 0.84 -0.56 2.41
H 1.76 -1.78 -2.91
H 0.94 2.35 2.72
H 1.14 -2.57 -1.04
H 1.22 5.69 0.65
H -0.33 -2.17 -0.84
H -3.67 -10.06 -1.09
H -0.64 -2.23 0.59
H 0.54 1.19 -0.77
H 0.47 -1.49 2.31
H -1.05 0.79 -0.63
H -0.37 0.01 -2.08

Record 3
Here is a single C18H23N3O5S molecule at a distorted geometry from OMol25. Energies are from wB97M-V/def2-TZVPD.

Charge: 0
Frontier orbital gap, Eh: 0.28986
Calculated total energy, a.u.: -1637.83101
ΔE to the lowest compared entry with this formula, charge and spin, kcal/mol: 376.89

CARTESIAN COORDINATES (ANGSTROEM)
C: 5.003267 0.503018 -1.258346
O: 6.039836 0.520161 -0.312083
C: 5.732917 -0.656251 0.588176
C: 4.412428 -0.689911 1.300672
N: 3.221248 -1.310132 0.915058
C: 2.073428 -0.750356 0.582149
O: 1.967852 0.608699 0.338901
C: 1.112487 -1.541661 -0.233697
O: 1.506946 -3.059961 -0.167426
N: 0.383813 -3.526430 -0.670794
C: -0.510615 -2.613614 -0.956672
C: -1.705002 -3.233740 -1.478217
S: -2.805002 -3.915618 -0.061599
C: -3.074965 -2.172024 0.666052
C: -3.912832 -1.165371 0.029288
C: -4.191959 0.036462 0.758129
C: -3.380845 0.393773 1.582091
C: -2.466886 -0.352251 2.308534
C: -2.206573 -1.598069 1.667465
C: -0.037696 -1.492836 -0.740887
C: -0.972571 -0.313186 -1.047584
O: -1.874381 -0.465964 -1.748549
N: -0.411057 1.031786 -0.838973
C: -1.136922 2.116843 -1.258623
C: -1.246887 2.921292 0.079234
O: -1.858454 4.223590 -0.164025
C: -3.171448 4.435769 -0.359053
H: 4.121085 0.824698 -1.003575
H: 5.375157 1.329975 -2.144847
H: 4.723151 -0.397978 -1.801930
H: 6.624435 -0.695196 1.323742
H: 5.811895 -1.737801 0.123706
H: 4.465876 -0.857964 2.379255
H: 4.256386 0.473280 1.528630
H: 3.301633 -2.367803 0.812272
H: -2.232358 -2.585725 -2.253196
H: -1.649214 -4.288943 -1.924533
H: -4.617590 -1.441125 -0.743488
H: -4.915087 0.468030 0.259732
H: -3.380983 1.398533 2.105136
H: -1.699819 0.044968 2.710632
H: -1.511542 -2.340122 2.161867
H: 0.357408 0.952738 -0.244923
H: -0.527735 2.717879 -1.896668
H: -2.229010 1.934851 -1.276157
H: -0.338205 3.413335 0.565697
H: -1.695175 2.436061 1.048130
H: -3.700533 3.726228 0.252706
H: -3.457545 3.748536 -1.070687
H: -3.572361 5.309530 -0.430740

Force components x, y, z for each atom (eV/Å):
C 5.07 2.02 -5.61
O -1.87 -3.68 1.64
C 2.79 -2.02 -0.39
C 0.31 6.04 3.69
N -0.50 -3.46 -1.02
C -0.14 6.78 -5.18
O 0.51 -6.03 2.53
C 8.34 -2.80 5.17
O -2.61 5.18 -0.63
N 0.11 -3.92 -0.31
C -1.44 -12.44 -1.93
C -3.74 -1.95 -1.67
S 0.20 3.84 0.01
C 0.12 2.13 -1.16
C -0.36 -3.17 2.97
C -2.94 -7.20 -8.67
C 6.48 7.05 11.53
C -2.85 -5.34 -7.03
C -0.93 -2.59 1.85
C -2.88 12.34 0.43
C 6.59 4.80 1.27
O -4.69 -0.98 -2.57
N -2.17 -7.73 -1.17
C -1.12 2.27 4.54
C 0.05 3.62 2.36
O 3.26 1.26 0.68
C 0.49 -7.89 1.12
H -4.72 2.33 2.52
H -1.06 -2.36 2.29
H 1.10 -0.83 0.09
H -1.75 0.44 -0.91
H 0.22 2.20 -0.34
H 1.09 -0.93 0.00
H -0.54 -2.05 -1.16
H -0.54 1.97 0.23
H 0.31 -0.97 1.53
H 1.21 1.78 0.17
H 0.28 -0.11 -0.31
H -3.58 3.40 -1.61
H -0.82 -0.54 -1.10
H 4.75 2.94 3.93
H -0.42 1.00 -0.70
H 1.90 1.12 1.25
H -0.69 0.57 -1.27
H 0.78 -0.39 -1.88
H -0.12 -1.64 -1.22
H 0.11 0.15 -2.30
H -1.01 0.64 2.61
H -0.91 -0.39 -4.00
H -1.68 5.55 -0.28

Record 4
Here is a single C18H23N3O5S2 molecule at a distorted geometry from OMol25. Energies are from wB97M-V/def2-TZVPD.

Charge: 0
Frontier orbital gap, Eh: 0.32992
Calculated total energy, a.u.: -2036.57365
ΔE to the lowest compared entry with this formula, charge and spin, kcal/mol: 35.68

CARTESIAN COORDINATES (ANGSTROEM)
C: -4.948984 1.979155 -4.193515
C: -3.686260 2.306197 -4.967207
O: -2.565787 1.847105 -4.208508
C: -1.362138 2.079529 -4.746244
O: -1.193444 2.637636 -5.804918
C: -0.277058 1.582660 -3.907956
S: 1.355952 1.784440 -4.478117
C: 1.889637 0.995097 -3.005882
N: 3.222744 0.808307 -2.777253
C: 3.817121 0.221068 -1.675137
O: 5.015908 0.109499 -1.620428
C: 2.854986 -0.231800 -0.627359
C: 2.409910 -1.547540 -0.625975
C: 1.452179 -1.944681 0.291782
C: 0.964017 -1.027263 1.199333
S: -0.367984 -1.473111 2.311920
O: -0.637406 -2.876916 2.156160
O: -1.445827 -0.550422 2.101019
N: 0.325998 -1.127175 3.786236
C: -0.535930 -0.529905 4.784859
C: -1.586595 -1.492627 5.331227
C: 1.335371 -2.075478 4.209401
C: 2.716096 -1.425734 4.253932
C: 1.437917 0.270396 1.239216
C: 2.394507 0.671262 0.325927
N: 0.938966 0.636469 -2.210363
C: -0.287142 0.952566 -2.682929
C: -1.477688 0.605990 -1.866700
H: -5.816293 2.315464 -4.753816
H: -4.935897 2.474635 -3.226567
H: -5.022620 0.907151 -4.032499
H: -3.676297 1.812839 -5.945709
H: -3.583863 3.384797 -5.132064
H: 3.859860 1.126929 -3.499256
H: 2.792228 -2.245653 -1.354703
H: 1.060043 -2.949431 0.305899
H: -1.035401 0.304580 4.289727
H: 0.096393 -0.141170 5.588045
H: -2.188636 -1.867271 4.507091
H: -2.231783 -0.978273 6.038810
H: -1.122300 -2.338045 5.834210
H: 1.330581 -2.902079 3.494814
H: 1.084626 -2.480904 5.193867
H: 2.997136 -1.060878 3.269401
H: 3.455307 -2.150603 4.584319
H: 2.715780 -0.587319 4.945851
H: 1.035835 0.950798 1.972519
H: 2.766326 1.684427 0.330555
H: -2.080921 -0.139991 -2.380493
H: -2.102689 1.482943 -1.716719
H: -1.156482 0.212330 -0.905806

Force components x, y, z for each atom (eV/Å):
C 0.46 0.01 -0.07
C -0.39 0.22 -0.36
O 0.03 -0.13 0.23
C 0.02 0.06 -0.10
O 0.00 0.00 -0.03
C 0.26 -0.18 0.32
S -0.02 -0.30 0.60
C -0.96 0.55 -0.98
N 0.63 0.16 -0.37
C -0.09 0.00 0.00
O 0.10 -0.06 0.09
C 0.17 -0.38 0.59
C 0.19 0.26 0.05
C -0.10 -0.15 0.02
C -0.41 -0.24 0.24
S 0.47 0.11 0.00
O 0.23 0.03 0.00
O 0.01 0.26 0.20
N -0.49 -0.11 -1.05
C -0.58 0.18 0.13
C 0.21 0.16 -0.05
C 0.70 -0.18 -0.04
C -0.24 -0.17 0.05
C 0.12 0.21 -0.09
C 0.06 -0.20 0.07
N 0.31 -0.28 0.40
C -0.32 0.52 -0.96
C -0.11 -0.03 0.12
H -0.10 0.03 -0.04
H -0.06 0.05 0.10
H -0.08 -0.11 0.02
H 0.02 0.11 0.13
H 0.00 -0.18 -0.01
H 0.01 -0.11 0.24
H 0.01 -0.09 -0.08
H 0.01 -0.14 -0.04
H 0.04 0.08 0.26
H 0.02 0.02 -0.13
H -0.14 -0.05 0.02
H -0.09 0.00 0.09
H -0.01 -0.10 0.06
H 0.11 -0.11 0.25
H -0.11 -0.05 -0.12
H 0.05 0.03 -0.07
H 0.14 -0.04 0.05
H 0.05 0.11 0.08
H 0.03 0.17 0.08
H -0.01 0.13 0.00
H -0.09 -0.04 0.02
H -0.08 -0.02 0.05
H 0.00 -0.01 0.03

Number 1: highest occupied orbital energy -8.8 eV. Number 2: highest occupied orbital energy -8.0 eV. Number 3: highest occupied orbital energy -8.7 eV. Number 4: highest occupied orbital energy -8.8 eV.